1.
Computed, not measured: a structure of composition C12H14N4O5PtS, with ωB97M-V/def2-TZVPD.

```
37
Properties=species:S:1:pos:R:3:mulliken_spin:R:1
Pt 0.711 -0.314 -0.407 1.33
H -0.753 -0.570 4.104 0.00
O -1.711 0.747 -1.555 0.02
H 1.945 -4.436 1.776 0.00
O -3.782 0.051 -2.328 0.01
C -0.203 0.506 2.350 0.15
H -1.582 -2.880 -0.803 0.02
C -0.303 4.137 1.406 -0.02
H 0.839 -2.694 -3.734 0.00
N 0.538 1.698 0.415 0.14
C 1.255 -2.531 1.612 -0.05
H 1.974 0.456 -4.733 0.00
N 1.330 -3.729 2.151 0.10
H -0.640 -1.764 -4.042 0.00
H 0.568 4.940 -0.390 0.00
H 1.278 2.697 -1.215 0.01
H -1.040 3.012 3.083 0.01
H 0.810 -3.933 2.994 0.00
C -2.755 0.395 -1.945 -0.02
C -1.374 -2.660 -1.838 0.85
N 0.419 -1.663 2.306 0.54
O 1.432 -0.351 -4.687 0.01
N 0.181 -0.560 1.653 0.07
H 0.238 0.870 4.386 0.02
H -1.808 -3.209 -2.661 0.01
C 0.356 4.057 0.197 0.06
C 0.226 -1.859 -3.382 -0.01
O 1.295 0.134 -2.519 0.04
C 0.761 2.808 -0.271 0.01
H -0.631 5.092 1.795 0.00
C 1.033 -0.594 -3.471 0.01
O -0.162 -2.050 -2.037 0.18
C -0.102 1.761 1.611 0.05
H -1.459 1.056 3.965 0.01
S 2.221 -2.039 0.304 0.39
C -0.533 2.971 2.130 0.08
C -0.572 0.450 3.781 0.01
```

Results
HOMO level (spin up / spin down), Ha: -0.515 / -0.575
DFT total energy, eV: -42932.8774
Net charge: +2
Frontier orbital gap (spin up / spin down), eV: 6.6716 / 6.2494
Spin multiplicity: 5

***

2.
Computed, not measured: the molecule C6H9N, with ωB97M-V/def2-TZVPD.

```
16
Properties=species:S:1:pos:R:3:nbo_charge:R:1
H -1.107 -1.846 0.647 0.21
H 1.445 1.330 -1.200 0.23
C 1.591 -0.640 0.909 -0.60
H 2.020 -1.533 0.437 0.21
H 0.273 0.306 -2.060 0.21
C 0.549 0.726 -1.086 -0.43
C -0.945 -0.908 0.124 -0.07
H -2.545 0.687 0.780 0.21
H 2.374 0.124 0.960 0.21
C -0.325 1.133 0.109 -0.24
C 0.431 -0.164 0.101 -0.07
C -1.676 0.376 0.203 -0.09
H 1.277 -0.898 1.925 0.21
H -1.385 -0.127 -1.735 0.35
H -0.110 1.937 0.810 0.23
N -1.866 -0.502 -0.924 -0.57
```

Results
HOMO level, Ha: -0.315
DFT total energy, eV: -7854.4979
Net charge: 0
Frontier orbital gap, eV: 9.6427
Spin multiplicity: 1
SMILES: C[C@]12C[C@H]1[C@H]1N[C@H]12

***

3.
Computed, not measured: a cluster of 11 separate species, H22O11 in total in a non-equilibrium geometry, with ωB97M-V/def2-TZVPD.

```
33
Properties=species:S:1:pos:R:3:nbo_charge:R:1
O -0.692 0.455 0.029 -0.99
H -0.093 0.297 -0.717 0.50
H 0.762 0.612 -2.876 0.50
H 0.128 -2.693 -1.757 0.50
H -1.136 1.155 3.545 0.48
H 1.890 2.689 0.503 0.49
H -3.552 1.153 0.357 0.46
O -0.120 -2.866 0.616 -0.98
O 1.915 2.226 3.633 -0.96
H -1.318 -2.325 -1.999 0.50
H 1.999 -0.760 0.582 0.47
H 2.840 2.370 3.536 0.45
O -0.445 -2.014 -2.073 -0.97
H -0.092 0.943 0.553 0.51
O 1.224 0.820 -2.091 -0.99
H 2.026 1.298 -2.319 0.48
H -2.069 -0.910 -0.291 0.49
H 1.669 -0.312 -0.777 0.48
O -0.460 -0.062 -3.935 -0.96
H 2.558 1.487 1.062 0.48
O -2.603 -1.677 -0.202 -0.97
H -2.934 -1.697 0.656 0.49
H 1.553 2.098 2.747 0.49
O -0.523 0.675 3.006 -0.96
O 1.690 1.870 0.920 -0.94
H 0.131 -0.337 -4.629 0.47
H -2.086 1.077 0.719 0.49
O 1.890 -1.089 -0.321 -0.95
H -0.419 -0.817 -3.342 0.50
H -0.845 -2.439 0.113 0.47
H -0.455 -0.210 3.358 0.48
H 0.541 -2.280 0.283 0.47
O -2.973 1.262 1.113 -0.98
```

Results
HOMO level, Ha: -0.387
DFT total energy, eV: -22879.9686
Net charge: 0
Frontier orbital gap, eV: 10.2586
Spin multiplicity: 1
SMILES: O.O.O.O.O.O.O.O.O.O.O

***

4.
Computed, not measured: a cluster of 2 separate species, C27H25BrN2S in total in a non-equilibrium geometry, with ωB97M-V/def2-TZVPD.

```
56
Properties=species:S:1:pos:R:3:nbo_charge:R:1
C 2.229 0.191 -2.991 -0.18
C -2.422 -0.369 -0.957 -0.17
H -2.355 2.912 3.707 0.24
C -1.963 3.137 2.705 -0.67
C -5.008 0.554 -0.233 -0.27
H 4.939 -1.817 -3.641 0.21
H -3.449 -1.544 -2.439 0.23
Br 6.839 0.462 -3.943 0.01
C 4.981 0.347 -3.587 -0.17
H -0.177 -5.200 1.784 0.22
H -2.204 -3.778 1.861 0.22
C 0.055 -1.376 1.081 0.01
H 0.334 2.076 1.179 0.21
H 3.562 0.843 -0.252 0.28
H -2.238 4.172 2.460 0.24
C -0.087 -4.133 1.578 -0.20
C -1.629 1.298 0.903 -0.14
H -1.419 -0.717 -1.207 0.26
C -2.559 0.590 0.039 -0.11
H 2.275 2.345 -3.013 0.22
H 4.706 2.501 -3.540 0.21
C -1.165 -1.947 1.425 -0.20
C 0.519 -0.005 0.908 -0.18
C 1.199 -2.206 1.018 0.13
H 3.703 -2.917 0.918 0.22
C -1.237 -3.328 1.636 -0.21
H 2.078 -4.149 1.241 0.22
H 4.176 -1.525 -0.114 0.24
H 3.510 1.166 1.501 0.24
C 1.160 -3.568 1.271 -0.23
H -2.037 -1.308 1.530 0.23
C 2.879 1.450 -3.126 -0.27
C 3.001 -0.991 -3.173 -0.28
C -4.847 -0.393 -1.255 -0.20
C -3.858 1.042 0.371 0.20
C -3.563 -0.826 -1.627 -0.22
C 1.933 -0.083 0.780 0.41
C 4.356 -0.913 -3.479 -0.24
C -2.410 2.185 1.682 0.29
H -4.706 3.797 1.820 0.21
H -5.982 0.910 0.089 0.21
H 4.264 -1.383 1.661 0.21
C -0.230 1.169 0.967 0.03
N 2.314 -1.380 0.856 -0.30
C -4.811 2.716 1.997 -0.41
C 4.231 1.529 -3.427 -0.22
H -5.742 2.356 1.553 0.23
C 3.695 -1.828 0.829 -0.42
H -0.873 3.060 2.734 0.24
H 2.304 1.911 0.411 0.25
H -4.824 2.547 3.084 0.21
S 0.594 0.159 -2.688 -0.47
H -5.715 -0.795 -1.779 0.22
N -3.718 1.995 1.379 -0.34
C 2.892 1.011 0.603 -0.69
H 2.498 -1.950 -3.096 0.22
```

Results
HOMO level, Ha: -0.204
DFT total energy, eV: -112261.8699
Net charge: 0
Frontier orbital gap, eV: 4.0543
Spin multiplicity: 1